50
Properties=species:S:1:pos:R:3:lowdin_charge:R:1 method="wB97M-V/def2-TZVPD" charge=0 multiplicity=3 e_tot_ha=-2085.307193 homo_lumo_gap_ev="7.9 / 5.7"
Pd -1.06 -0.53 -1.37 0.238
C 0.84 -0.71 -3.82 -0.185
Si 1.88 -0.64 -2.28 0.409
C 2.82 0.97 -2.27 -0.150
C 2.99 -2.14 -2.29 -0.161
N 0.85 -0.70 -0.80 -0.110
C 1.28 -0.74 0.45 -0.258
C 2.67 -0.71 0.77 -0.016
C 3.12 -0.77 2.06 -0.066
C 2.20 -0.84 3.12 -0.043
C 0.85 -0.86 2.87 0.013
C 0.37 -0.80 1.57 -0.195
O -0.93 -0.75 1.28 -0.064
C -1.89 -0.95 2.26 -0.286
C -2.55 0.16 2.75 0.007
C -3.56 -0.02 3.68 -0.068
C -3.90 -1.29 4.11 -0.087
C -3.22 -2.40 3.61 -0.069
C -2.20 -2.23 2.67 -0.011
H 1.46 -0.34 -4.65 0.043
H -0.06 -0.09 -3.80 0.000
H 0.55 -1.73 -4.05 0.024
H 3.34 1.08 -3.23 0.038
H 3.55 1.05 -1.47 0.027
H 2.12 1.81 -2.17 0.029
H 3.53 -2.17 -3.24 0.040
H 2.38 -3.05 -2.23 0.034
H 3.72 -2.17 -1.49 0.022
H 3.38 -0.64 -0.04 0.075
H 4.18 -0.74 2.26 0.109
H 2.56 -0.87 4.14 0.111
H 0.14 -0.89 3.69 0.125
H -2.27 1.15 2.39 0.124
H -4.09 0.84 4.07 0.106
H -4.69 -1.43 4.83 0.102
H -3.48 -3.39 3.93 0.106
H -1.68 -3.07 2.25 0.116
I -1.39 -3.10 -1.41 0.214
I -3.64 -0.55 -1.61 0.340
O -0.09 2.07 0.72 0.054
C -0.49 2.38 -0.39 -0.502
C -0.59 3.82 -0.89 -0.085
C -1.31 3.70 -2.22 -0.083
C -1.30 2.20 -2.50 -0.551
O -1.63 1.68 -3.55 0.002
N -0.89 1.52 -1.38 -0.002
H 0.43 4.21 -0.99 0.121
H -1.10 4.43 -0.15 0.118
H -0.87 4.25 -3.05 0.119
H -2.35 4.00 -2.15 0.124


54
Properties=species:S:1:pos:R:3:lowdin_charge:R:1 method="wB97M-V/def2-TZVPD" de_lowest_kcal_mol=2.94 charge=+1 multiplicity=5 e_tot_ha=-3031.983362 homo_lumo_gap_ev="5.5 / 7.1"
Mn -0.82 -0.57 1.03 1.063
N -1.50 -2.41 2.11 0.007
C -0.80 -2.70 3.39 -0.190
C -0.70 -1.45 4.23 -0.182
N -0.27 -0.33 3.39 -0.096
C -0.88 0.94 3.81 -0.189
C -2.32 0.94 3.35 -0.183
N -2.34 0.66 1.90 0.004
H -2.50 -2.38 2.27 0.108
H -1.33 -3.18 1.47 0.100
H 0.18 -3.05 3.14 0.092
H -1.32 -3.49 3.94 0.131
H -0.02 -1.62 5.07 0.137
H -1.67 -1.20 4.65 0.112
H 0.74 -0.24 3.35 0.137
H -0.33 1.76 3.35 0.124
H -0.84 1.07 4.89 0.132
H -2.79 1.90 3.57 0.132
H -2.90 0.17 3.86 0.111
H -2.10 1.52 1.40 0.101
H -3.27 0.43 1.57 0.125
O 1.21 -3.20 1.21 0.068
C 1.01 -2.77 0.09 -0.481
N 0.25 -1.64 -0.19 -0.144
S 0.25 -1.34 -1.89 0.687
O 0.99 -0.15 -2.17 -0.243
O -1.08 -1.51 -2.39 -0.267
C 1.24 -2.74 -2.28 -0.218
C 1.66 -3.17 -3.52 -0.014
C 2.46 -4.30 -3.55 -0.041
C 2.82 -4.97 -2.38 -0.039
C 2.39 -4.51 -1.14 0.016
C 1.59 -3.39 -1.11 -0.145
H 1.38 -2.64 -4.42 0.131
H 2.81 -4.67 -4.51 0.117
H 3.44 -5.85 -2.44 0.115
H 2.66 -5.01 -0.22 0.128
O 0.47 1.22 0.89 -0.020
C -0.19 1.52 -0.14 -0.564
O -1.20 0.74 -0.43 -0.127
C 0.09 2.69 -0.96 -0.151
C 1.15 3.51 -0.63 0.004
C 1.47 4.63 -1.40 0.038
C 0.68 4.86 -2.50 -0.202
O 0.78 5.87 -3.40 0.056
C -0.26 5.67 -4.37 -0.096
O -0.99 4.51 -3.97 0.047
C -0.39 4.04 -2.84 -0.194
C -0.71 2.94 -2.10 0.092
H 1.74 3.26 0.25 0.123
H 2.30 5.28 -1.16 0.128
H 0.18 5.52 -5.35 0.140
H -0.92 6.54 -4.37 0.140
H -1.52 2.28 -2.37 0.142


49
Properties=species:S:1:pos:R:3:lowdin_charge:R:1 method="wB97M-V/def2-TZVPD" de_lowest_kcal_mol=22.55 charge=0 smiles="CNS(=O)(=O)c1cccc(C(=O)OCC(=O)NCCCc2ccccc2)c1" e_tot_ha=-1621.146850 homo_lumo_gap_ev=8.6
C -2.85 -2.31 -2.71 -0.132
N -2.49 -3.10 -1.55 -0.187
S -1.28 -2.40 -0.62 0.648
O -0.81 -3.42 0.27 -0.283
O -0.32 -1.72 -1.45 -0.305
C -2.21 -1.18 0.29 -0.264
C -3.18 -1.57 1.19 -0.036
C -3.87 -0.60 1.90 -0.039
C -3.56 0.74 1.72 0.012
C -2.58 1.13 0.81 -0.097
C -2.20 2.56 0.70 -0.435
O -2.55 3.42 1.47 0.136
O -1.36 2.75 -0.33 -0.017
C -0.67 3.99 -0.44 -0.041
C 0.85 3.74 -0.58 -0.470
O 1.59 4.62 -0.96 0.069
N 1.23 2.50 -0.23 0.079
C 2.55 1.96 -0.43 -0.156
C 2.56 0.91 -1.54 -0.165
C 3.77 -0.02 -1.43 -0.152
C 3.72 -0.84 -0.17 -0.250
C 4.69 -0.70 0.82 -0.055
C 4.62 -1.45 1.98 -0.090
C 3.57 -2.33 2.18 -0.094
C 2.60 -2.48 1.21 -0.073
C 2.68 -1.74 0.04 -0.038
C -1.91 0.15 0.08 0.009
H -3.23 -1.35 -2.36 0.083
H -2.00 -2.13 -3.37 0.081
H -3.64 -2.83 -3.27 0.088
H -2.25 -4.05 -1.77 0.106
H -3.37 -2.62 1.33 0.121
H -4.63 -0.89 2.61 0.112
H -4.07 1.51 2.29 0.126
H -0.86 4.61 0.45 0.137
H -1.02 4.52 -1.32 0.144
H 0.51 1.83 0.01 0.125
H 2.88 1.50 0.51 0.124
H 3.21 2.79 -0.67 0.128
H 2.55 1.40 -2.51 0.118
H 1.65 0.30 -1.46 0.093
H 3.77 -0.69 -2.29 0.120
H 4.69 0.57 -1.46 0.114
H 5.50 -0.01 0.67 0.110
H 5.38 -1.33 2.74 0.100
H 3.52 -2.91 3.10 0.098
H 1.78 -3.16 1.34 0.094
H 1.92 -1.87 -0.72 0.086
H -1.16 0.40 -0.65 0.114


49
Properties=species:S:1:pos:R:3:lowdin_charge:R:1 method="wB97M-V/def2-TZVPD" de_lowest_kcal_mol=23.75 charge=0 smiles="CCOc1ccc(OCC)c(NC(=O)CSc2nc3cccnc3n2C)c1" e_tot_ha=-1580.182526 homo_lumo_gap_ev=8.3
C -1.84 -3.18 -0.19 -0.056
C -0.85 -3.92 0.71 -0.237
O -0.69 -3.29 1.97 -0.049
C 0.03 -2.14 2.06 -0.267
C 0.04 -1.52 3.31 -0.008
C 0.73 -0.34 3.51 -0.021
C 1.43 0.25 2.47 -0.214
O 2.13 1.44 2.55 -0.072
C 2.10 2.15 3.77 -0.260
C 2.90 3.43 3.56 -0.064
C 1.43 -0.37 1.21 -0.143
N 2.09 0.31 0.18 0.139
C 2.05 0.03 -1.14 -0.561
O 1.75 -1.05 -1.62 0.057
C 2.44 1.21 -2.03 -0.339
S 1.16 1.40 -3.32 1.001
C -0.23 1.13 -2.31 -0.614
N -0.23 1.28 -1.02 0.133
C -1.46 0.84 -0.61 -0.208
C -2.04 0.70 0.64 0.006
C -3.33 0.19 0.66 -0.073
C -3.98 -0.14 -0.53 -0.162
N -3.45 -0.02 -1.73 0.137
C -2.22 0.45 -1.74 -0.248
N -1.40 0.65 -2.83 -0.049
C -1.71 0.37 -4.20 -0.028
C 0.75 -1.56 1.02 0.054
H -1.47 -2.20 -0.45 0.055
H -2.00 -3.75 -1.10 0.080
H -2.79 -3.06 0.32 0.079
H -1.24 -4.91 0.96 0.122
H 0.12 -4.04 0.21 0.120
H -0.51 -1.97 4.11 0.116
H 0.71 0.11 4.49 0.105
H 2.55 1.55 4.57 0.127
H 1.07 2.39 4.05 0.127
H 2.45 4.03 2.77 0.077
H 3.92 3.19 3.28 0.077
H 2.91 4.01 4.48 0.076
H 2.36 1.24 0.46 0.137
H 2.52 2.14 -1.47 0.077
H 3.36 1.00 -2.57 0.086
H -1.51 0.96 1.55 0.111
H -3.84 0.05 1.60 0.100
H -4.99 -0.54 -0.51 0.101
H -2.65 -0.17 -4.22 0.090
H -0.91 -0.24 -4.64 0.087
H -1.80 1.30 -4.77 0.095
H 0.78 -2.00 0.04 0.097


51
Properties=species:S:1:pos:R:3:lowdin_charge:R:1 method="wB97M-V/def2-TZVPD" de_lowest_kcal_mol=164.62 charge=-1 e_tot_ha=-4179.471771 homo_lumo_gap_ev=7.8
C -4.35 -2.49 -4.16 0.089
C -3.53 -1.68 -3.50 -0.037
C -2.59 -1.18 -2.28 -0.076
C -3.11 -0.41 -1.19 -0.116
C -4.67 0.06 -1.10 -0.073
C -4.65 1.66 -1.46 -0.656
O -5.53 2.43 -0.96 -0.050
Br -3.28 2.51 -2.65 0.655
C -2.09 0.07 0.00 -0.174
O -2.64 0.81 0.90 0.002
C -0.51 -0.33 0.02 -0.024
C 0.46 0.10 1.25 -0.112
C -0.22 -0.07 2.71 -0.185
C -0.20 1.24 3.64 -0.361
C -0.52 2.63 2.89 -0.120
C -1.42 1.03 4.74 -0.113
C 0.01 -1.10 -1.11 -0.045
C 1.54 -1.54 -1.30 -0.134
C 2.64 -0.38 -1.17 -0.206
C 2.24 1.06 -1.75 -0.254
C 2.87 1.41 -3.22 -0.135
C -1.02 -1.56 -2.29 -0.173
O -0.64 -2.29 -3.29 0.014
H -5.04 -3.18 -4.79 0.058
H -5.06 -0.15 -0.04 0.135
H -5.33 -0.44 -1.89 0.120
H 0.92 1.17 1.07 0.128
H 1.39 -0.61 1.24 0.111
H 0.38 -0.89 3.29 0.128
H -1.29 -0.53 2.59 0.104
H 0.77 1.29 4.29 0.135
H -1.12 3.38 3.55 0.078
H -1.02 2.54 1.86 0.068
H 0.51 3.16 2.71 0.078
H -1.94 0.01 4.56 0.071
H -2.25 1.83 4.55 0.073
H -1.02 1.11 5.83 0.073
H 1.79 -2.37 -0.51 0.142
H 1.70 -2.06 -2.33 0.125
H 3.57 -0.74 -1.78 0.114
H 3.02 -0.29 -0.07 0.104
H 1.12 1.30 -1.79 0.090
H 2.71 1.85 -1.03 0.108
H 2.08 2.09 -3.74 0.068
H 3.79 2.11 -3.05 0.075
H 3.16 0.48 -3.83 0.074
F 6.00 -4.38 0.99 -0.262
Al 5.65 -2.63 0.89 0.064
F 5.55 -2.14 -0.82 -0.253
F 6.94 -1.72 1.70 -0.262
F 4.09 -2.29 1.69 -0.261


48
Properties=species:S:1:pos:R:3:lowdin_charge:R:1 method="wB97M-V/def2-TZVPD" charge=0 e_tot_ha=-5012.955086 homo_lumo_gap_ev=8.0
Zn -0.79 -0.27 -0.17 0.614
O -1.25 -0.24 1.72 -0.146
C -0.59 -0.74 2.71 -0.382
C -0.93 -0.33 4.03 -0.027
C -0.24 -0.78 5.12 -0.085
C 0.83 -1.69 5.00 -0.107
C 1.16 -2.13 3.74 -0.068
C 0.48 -1.68 2.59 -0.160
C 0.90 -2.25 1.33 -0.106
N 0.44 -1.95 0.18 -0.037
C 0.98 -2.55 -1.03 -0.192
C 1.18 -1.45 -2.07 -0.209
N -0.04 -0.66 -2.10 -0.046
C -0.64 -0.42 -3.21 -0.080
C -1.92 0.23 -3.34 -0.146
C -2.41 0.41 -4.66 -0.068
C -3.65 0.92 -4.90 -0.110
C -4.46 1.26 -3.81 -0.086
C -4.03 1.09 -2.52 -0.017
C -2.73 0.59 -2.23 -0.348
O -2.37 0.49 -0.99 -0.124
H -1.75 0.37 4.13 0.116
H -0.53 -0.44 6.11 0.103
H 1.36 -2.04 5.87 0.094
H 1.96 -2.84 3.61 0.107
H 1.70 -3.00 1.39 0.129
H 1.92 -3.08 -0.84 0.116
H 0.26 -3.27 -1.42 0.123
H 2.01 -0.81 -1.75 0.097
H 1.43 -1.88 -3.04 0.116
H -0.17 -0.75 -4.14 0.128
H -1.76 0.12 -5.48 0.106
H -4.00 1.06 -5.92 0.094
H -5.46 1.65 -3.98 0.102
H -4.65 1.35 -1.67 0.114
C 2.06 2.92 -0.53 -0.316
As 1.40 1.41 0.52 1.093
C 1.11 2.32 2.22 -0.291
C 3.13 0.61 0.96 -0.302
H 2.82 3.47 0.02 0.025
H 1.22 3.59 -0.75 0.023
H 2.47 2.56 -1.47 0.019
H 1.98 2.93 2.47 0.029
H 0.95 1.58 3.00 0.014
H 0.23 2.95 2.15 0.033
H 3.81 1.38 1.33 0.027
H 3.58 0.14 0.08 0.016
H 2.99 -0.14 1.73 0.015


63
Properties=species:S:1:pos:R:3:lowdin_charge:R:1 method="wB97M-V/def2-TZVPD" de_lowest_kcal_mol=32.55 charge=0 multiplicity=2 e_tot_ha=-3973.434597 homo_lumo_gap_ev="7.6 / 7.6"
Co 0.16 -0.25 0.50 0.524
N 1.99 3.45 -2.55 0.135
C 2.17 2.63 -1.50 -0.152
N 1.27 2.35 -0.62 0.138
C -0.01 2.84 -0.81 -0.282
N -0.98 2.53 -0.01 0.109
N -0.69 1.51 0.86 -0.038
C -1.28 1.56 2.00 -0.040
C -1.03 0.45 2.92 -0.243
C -1.66 0.30 4.14 -0.006
C -1.33 -0.80 4.92 -0.051
C -0.39 -1.70 4.46 -0.035
C 0.20 -1.48 3.22 -0.077
N -0.11 -0.43 2.48 0.051
C -0.28 3.76 -1.91 -0.091
C -1.54 4.30 -2.15 -0.004
C -1.75 5.11 -3.25 -0.070
C -0.70 5.38 -4.13 -0.070
C 0.55 4.85 -3.91 -0.013
C 0.76 4.03 -2.80 -0.187
H 2.71 3.49 -3.26 0.159
H 3.15 2.19 -1.40 0.134
H -1.92 2.39 2.26 0.134
H -2.40 1.02 4.46 0.117
H -1.82 -0.96 5.87 0.111
H -0.11 -2.57 5.03 0.111
H 0.92 -2.17 2.79 0.116
H -2.34 4.06 -1.47 0.114
H -2.73 5.53 -3.43 0.104
H -0.86 6.01 -4.99 0.106
H 1.37 5.04 -4.60 0.114
N -1.89 -4.90 0.62 0.147
C -1.54 -3.68 -0.22 -0.448
C -1.87 -3.99 -1.68 -0.095
P -2.65 -2.27 0.33 0.341
O -2.89 -2.81 1.89 -0.192
O -3.93 -2.38 -0.40 -0.297
O -1.86 -1.01 0.40 -0.293
P 0.32 -3.50 0.06 0.378
O 0.98 -3.93 -1.33 -0.125
O 0.59 -4.57 1.08 -0.304
O 0.75 -2.09 0.31 -0.325
H -2.32 -5.63 0.06 0.154
H -2.53 -4.61 1.37 0.119
H -0.96 -5.19 1.02 0.100
H -2.94 -4.18 -1.78 0.078
H -1.28 -4.83 -2.04 0.081
H -1.64 -3.12 -2.30 0.097
H -3.75 -2.50 2.19 0.075
H 1.17 -3.14 -1.87 0.082
N 2.99 0.85 1.75 0.000
C 4.33 0.90 1.59 -0.108
C 4.62 0.07 0.54 -0.063
C 3.38 -0.45 0.13 -0.141
N 2.40 0.04 0.87 0.000
H 2.42 1.36 2.41 0.149
H 4.95 1.51 2.23 0.110
H 5.60 -0.15 0.13 0.092
H 3.15 -1.13 -0.68 0.097
O 1.94 -0.17 -2.55 -0.011
N 0.78 0.25 -2.44 -0.552
O 0.30 1.03 -3.27 0.033
O 0.02 -0.22 -1.54 -0.100


46
Properties=species:S:1:pos:R:3:lowdin_charge:R:1 method="wB97M-V/def2-TZVPD" charge=-1 multiplicity=4 e_tot_ha=-2591.802237 homo_lumo_gap_ev="3.7 / 7.1"
C 0.19 -0.78 -4.47 -0.293
Co -0.35 -1.55 -2.80 0.131
N -0.71 -3.03 -1.34 -0.027
H -0.21 -2.61 -3.80 0.021
H 0.09 -3.13 -0.73 0.031
H -1.45 -2.45 -3.12 -0.049
H 0.31 -1.49 -5.30 -0.045
H 1.13 -0.27 -4.22 -0.036
H -0.62 -0.08 -4.73 -0.015
H -1.53 -2.81 -0.78 0.040
H -0.88 -3.90 -1.83 0.021
O 0.40 -0.31 -1.48 -0.407
P 0.20 0.29 -0.09 0.789
C -0.74 1.82 -0.18 -0.266
C -0.25 3.02 0.38 -0.086
C -1.04 4.16 0.38 -0.105
C -2.31 4.14 -0.21 -0.115
C -2.78 2.97 -0.81 -0.097
C -1.99 1.81 -0.81 -0.103
C -0.63 -0.84 1.06 -0.340
C 0.14 -1.81 1.73 -0.156
C -0.47 -2.67 2.63 -0.139
C -1.85 -2.60 2.87 -0.166
C -2.61 -1.64 2.20 -0.138
C -2.01 -0.76 1.30 -0.127
C 1.82 0.59 0.60 -0.293
C 2.96 0.30 -0.17 -0.062
C 4.22 0.38 0.41 -0.092
C 4.36 0.76 1.75 -0.098
C 3.22 1.08 2.51 -0.090
C 1.95 0.99 1.94 -0.097
H 0.76 3.03 0.81 0.090
H -0.66 5.07 0.83 0.091
H -2.93 5.04 -0.20 0.089
H -3.76 2.96 -1.29 0.098
H -2.37 0.91 -1.30 0.105
H 1.21 -1.88 1.56 0.097
H 0.12 -3.43 3.14 0.088
H -2.33 -3.27 3.58 0.074
H -3.68 -1.59 2.35 0.085
H -2.61 -0.02 0.77 0.080
H 2.83 0.00 -1.21 0.107
H 5.09 0.14 -0.19 0.096
H 5.35 0.82 2.20 0.095
H 3.33 1.39 3.55 0.097
H 1.07 1.23 2.54 0.117